Entry from OMol25: a structure of composition C13H40N3O16SV (the ωB97M-V functional and the def2-TZVPD basis).

Total charge = 0
Kohn-Sham gap = 0.27437 Eh

Structure (XYZ):
```
74
Properties=species:S:1:pos:R:3:mulliken_charge:R:1
O -9.958 -26.476 -3.358 -0.5123
V -8.687 -27.313 -3.144 1.5202
O -7.617 -26.444 -2.333 -0.5664
C -5.382 -27.462 -6.231 0.3149
C -6.852 -27.090 -6.116 1.8870
C -7.429 -27.509 -7.463 -1.5751
O -7.416 -27.716 -4.979 -0.4101
H -4.951 -26.897 -7.061 0.0343
H -5.193 -28.527 -6.364 -0.0563
H -4.782 -27.205 -5.357 -0.8156
H -6.838 -26.009 -5.960 -0.6134
H -8.480 -27.233 -7.573 0.3950
H -7.180 -28.519 -7.787 0.1989
H -6.946 -26.921 -8.249 0.3866
C -4.323 -28.223 -2.064 -0.6893
O -4.303 -27.063 -2.824 -0.4356
H -4.434 -27.937 -1.020 0.2907
H -5.081 -28.933 -2.411 0.2203
H -3.483 -28.908 -2.231 0.2464
H -4.751 -27.212 -3.660 0.2570
C -2.031 -25.131 -5.942 -0.4579
O -1.266 -25.732 -6.971 -0.4877
H -2.432 -24.122 -6.063 0.2675
H -2.910 -25.730 -5.694 0.0462
H -1.454 -24.973 -5.030 0.3453
H -1.880 -25.835 -7.704 0.2834
C -7.303 -23.669 -3.721 -0.4768
O -8.587 -23.961 -4.292 -0.4496
H -6.760 -22.998 -4.395 0.2470
H -7.390 -23.106 -2.792 0.3652
H -6.686 -24.564 -3.716 0.0580
H -9.063 -23.128 -4.338 0.2578
C -11.391 -28.405 -5.993 -0.6957
O -10.238 -28.626 -5.201 -0.5042
H -11.477 -29.132 -6.802 0.2881
H -12.336 -28.516 -5.460 0.2877
H -11.383 -27.357 -6.295 0.2514
H -9.474 -28.320 -5.707 0.3190
O -1.538 -31.856 -6.410 -0.6075
S -1.388 -30.423 -6.566 1.1854
O -0.091 -29.774 -6.500 -0.6134
O -1.991 -30.048 -8.094 -0.3391
C -1.883 -28.746 -8.575 0.1098
C -1.253 -28.817 -9.986 -1.4362
C -2.656 -29.543 -5.531 -0.2562
H -1.359 -27.957 -8.033 0.4020
H -2.908 -28.360 -8.599 0.1365
H -1.240 -27.789 -10.356 0.3862
H -1.733 -29.396 -10.774 0.3304
H -0.208 -29.105 -9.870 0.3608
H -2.719 -28.521 -5.908 -0.1327
H -2.314 -29.489 -4.500 0.3908
H -3.624 -30.010 -5.704 0.1102
C -5.424 -31.418 -9.060 -0.7431
N -5.559 -31.961 -7.669 0.8692
O -5.532 -31.119 -6.751 -0.4993
O -5.731 -33.121 -7.453 -0.5114
H -5.921 -30.475 -9.277 0.2258
H -5.851 -32.132 -9.764 0.3764
H -4.408 -31.311 -9.439 0.2526
C -5.528 -24.333 -9.385 -0.5101
N -4.733 -24.113 -8.159 0.9091
O -5.333 -23.990 -7.093 -0.3951
O -3.505 -24.001 -8.252 -0.5605
H -5.754 -23.359 -9.812 0.2854
H -6.346 -24.925 -8.981 0.0083
H -4.957 -24.940 -10.084 0.2517
C -8.615 -23.268 -7.437 -0.3475
N -8.289 -21.932 -7.984 0.8884
O -8.290 -20.945 -7.257 -0.5259
O -7.711 -21.943 -9.073 -0.5445
H -8.435 -24.046 -8.175 0.2200
H -9.643 -23.176 -7.094 0.3431
H -7.820 -23.475 -6.722 -0.0415
```

=====

Entry from OMol25: a cluster of 7 separate species, C13H40N6O7 in total (the ωB97M-V functional and the def2-TZVPD basis).

Total charge = 0
SMILES = NC(N)=O.NC(N)=O.NC(N)=O.CC(C)O.CC(C)O.CC(C)O.CO
Kohn-Sham gap = 0.29201 Eh

Structure (XYZ):
```
66
Properties=species:S:1:pos:R:3:mulliken_charge:R:1
N -0.265 1.603 -1.682 -0.4723
C -0.118 0.547 -2.485 0.6880
N 1.102 0.356 -2.902 -0.0393
O -1.078 -0.313 -2.825 -0.8554
H -1.210 2.008 -1.548 0.3794
H 0.544 2.204 -1.631 0.1772
H 1.367 -0.536 -3.372 -0.1957
H 1.852 1.025 -2.759 0.2140
N -0.021 -1.622 4.267 -0.1290
C -0.320 -1.325 5.499 0.3796
N -0.925 -0.159 5.587 -0.2860
O 0.137 -2.045 6.573 -0.7642
H 0.652 -2.394 4.126 0.1564
H -0.699 -1.363 3.508 0.2051
H -1.336 0.083 6.479 0.2048
H -1.325 0.355 4.764 0.2183
N -0.906 0.318 0.591 1.0866
C -1.177 -0.927 0.692 -0.1689
N -1.188 -1.655 -0.402 -0.0059
O -1.480 -1.416 1.922 -0.9285
H -1.081 0.778 1.480 -0.4807
H -0.608 0.853 -0.274 0.2300
H -1.466 -2.615 -0.185 0.2752
H -1.198 -1.272 -1.375 0.1813
C 3.375 -0.889 -0.436 -1.8604
C 2.082 -0.660 0.305 2.2439
C 1.928 -1.538 1.562 -0.8335
O 1.819 0.539 0.633 -0.6509
H 4.164 -0.260 0.024 0.4434
H 3.276 -0.609 -1.494 0.3441
H 3.791 -1.894 -0.493 0.3148
H 1.256 -0.989 -0.417 -0.5849
H 1.061 -1.248 2.176 -0.3473
H 2.786 -1.593 2.174 0.5567
H 1.699 -2.562 1.226 0.3340
H 0.861 0.479 0.665 0.0941
C -0.808 3.309 1.783 -1.0599
C -1.474 2.490 2.957 -0.1473
C -2.918 2.192 2.668 -0.8681
O -0.918 1.416 3.243 -0.3953
H 0.286 3.239 1.745 0.3163
H -1.022 4.340 1.917 0.4990
H -1.177 3.049 0.810 0.1404
H -1.410 3.155 3.762 0.5447
H -3.375 1.458 3.349 0.3543
H -3.097 1.848 1.694 -0.1050
H -3.499 3.152 2.724 0.3864
H 0.024 1.550 3.210 0.2311
C 2.056 -2.767 -3.227 -1.1113
C 2.411 -2.187 -4.553 -0.1708
C 1.192 -2.010 -5.440 -0.9690
O 3.077 -1.100 -4.507 -0.4569
H 2.827 -2.637 -2.495 0.2077
H 2.048 -3.809 -3.352 0.5967
H 1.155 -2.431 -2.695 0.1940
H 3.128 -2.920 -5.038 0.3828
H 1.463 -1.792 -6.464 0.4565
H 0.666 -1.134 -5.036 0.1774
H 0.609 -2.885 -5.400 0.3670
H 3.323 -0.945 -5.433 0.3503
C -3.831 2.106 -0.894 -0.7358
O -2.654 2.685 -1.351 -0.4411
H -4.497 1.900 -1.675 0.3730
H -4.395 2.769 -0.254 0.3370
H -3.710 1.172 -0.287 0.2033
H -2.863 3.507 -1.718 0.2187
```

=====

Entry from OMol25: a cluster of 11 separate species, C13H42IN21O12S in total (the ωB97M-V functional and the def2-TZVPD basis).

Total charge = 0
SMILES = O=C(N=C=S)OCI.NC(N)=O.NC(N)=O.NC(N)=O.NC(N)=O.NC(N)=O.NC(N)=O.NC(N)=O.NC(N)=O.NC(N)=O.NC(N)=O
Kohn-Sham gap = 0.31297 Eh

Structure (XYZ):
```
90
Properties=species:S:1:pos:R:3:mulliken_charge:R:1
O 3.770 -1.850 -0.231 -0.4786
C 3.293 -1.340 -1.193 0.5766
N 4.146 -0.862 -2.261 -0.2821
C 4.704 0.186 -2.024 0.5678
S 5.329 1.574 -1.584 -0.3608
O 1.971 -1.212 -1.360 -0.0449
C 1.539 0.162 -1.331 -0.2101
I 0.620 0.750 -3.182 0.0920
H 0.764 0.265 -0.574 0.1107
H 2.340 0.866 -1.117 0.0918
N -3.215 0.177 -0.860 -0.3605
C -2.395 0.613 0.140 0.6111
N -2.953 0.675 1.372 -0.2339
O -1.227 0.927 -0.074 -0.6647
H -4.172 -0.079 -0.716 0.1544
H -2.826 0.126 -1.785 0.1949
H -2.372 0.997 2.126 0.1070
H -3.907 0.437 1.566 0.1679
N -0.052 -4.279 -1.214 -0.2501
C 0.418 -5.539 -1.461 0.6918
N 1.730 -5.737 -1.135 -0.3743
O -0.283 -6.419 -1.934 -0.6636
H 0.504 -3.538 -0.828 0.0884
H -1.011 -4.095 -1.443 0.1841
H 2.111 -6.650 -1.303 0.2055
H 2.321 -5.026 -0.746 0.1463
N 0.206 -1.079 4.652 -0.4094
C -0.067 0.134 4.094 0.7115
N 0.635 0.424 2.961 -0.2704
O -0.883 0.909 4.574 -0.7266
H 0.872 -1.726 4.277 0.1439
H -0.293 -1.321 5.488 0.2276
H 0.450 1.308 2.522 0.1767
H 1.303 -0.195 2.545 0.1154
N 1.568 2.339 6.021 -0.2852
C 1.875 2.355 7.356 0.6111
N 3.103 2.863 7.663 -0.2619
O 1.101 1.944 8.207 -0.6685
H 2.188 2.671 5.308 0.1493
H 0.667 1.973 5.757 0.1888
H 3.364 2.894 8.629 0.1750
H 3.751 3.208 6.984 0.1484
N -6.077 2.345 3.852 -0.3804
C -5.815 2.819 2.598 0.6548
N -6.112 4.136 2.398 -0.4089
O -5.345 2.118 1.716 -0.6396
H -6.458 2.906 4.589 0.1629
H -5.867 1.382 4.033 0.2093
H -5.928 4.513 1.488 0.2199
H -6.495 4.733 3.105 0.1624
N -2.733 -6.620 1.007 -0.3305
C -2.377 -6.588 2.324 0.5870
N -1.125 -6.089 2.569 -0.3255
O -3.112 -6.973 3.216 -0.6479
H -2.136 -6.310 0.261 0.1680
H -3.641 -6.980 0.786 0.1753
H -0.827 -6.051 3.524 0.1918
H -0.505 -5.769 1.849 0.1578
N -3.377 0.063 -6.713 -0.3040
C -2.251 -0.461 -6.163 0.4975
N -2.034 -1.779 -6.450 -0.3291
O -1.484 0.189 -5.463 -0.6001
H -4.009 -0.468 -7.290 0.2623
H -3.572 1.029 -6.529 0.1794
H -1.213 -2.205 -6.063 0.2030
H -2.649 -2.324 -7.024 0.1642
N 5.379 3.861 -5.281 -0.3296
C 6.449 3.162 -5.767 0.6250
N 6.995 2.261 -4.894 -0.2945
O 6.883 3.327 -6.893 -0.6428
H 5.005 3.736 -4.360 0.1583
H 4.953 4.529 -5.895 0.2003
H 7.779 1.727 -5.217 0.1796
H 6.651 2.114 -3.964 0.0798
N 5.498 6.467 9.104 -0.3793
C 5.991 5.218 8.858 0.5988
N 7.290 5.018 9.229 -0.3932
O 5.316 4.341 8.343 -0.6229
H 6.031 7.202 9.526 0.1695
H 4.546 6.642 8.843 0.2168
H 7.679 4.109 9.061 0.2174
H 7.862 5.722 9.653 0.1650
N -5.757 -3.243 -9.931 -0.3775
C -5.495 -1.908 -9.844 0.6131
N -6.008 -1.142 -10.848 -0.3982
O -4.843 -1.427 -8.928 -0.6620
H -6.287 -3.657 -10.673 0.1697
H -5.392 -3.831 -9.206 0.2035
H -5.830 -0.156 -10.810 0.2130
H -6.544 -1.511 -11.609 0.1681
```

=====

Entry from OMol25: a cluster of 8 separate species, C13H42N4O8 in total (the ωB97M-V functional and the def2-TZVPD basis).

Total charge = 0
SMILES = NC(N)=O.NC(N)=O.CCO.CCO.CCO.CCO.CCO.CO
Kohn-Sham gap = 0.36603 Eh

Structure (XYZ):
```
67
Properties=species:S:1:pos:R:3:mulliken_charge:R:1
N 3.602 -3.782 -1.696 -0.3472
C 2.417 -3.647 -2.271 0.6514
N 1.449 -3.522 -1.402 -0.3501
O 2.180 -3.610 -3.470 -0.6858
H 4.357 -3.991 -2.333 0.2022
H 3.758 -3.837 -0.699 0.1585
H 0.579 -3.342 -1.884 0.1968
H 1.715 -3.356 -0.442 0.1673
N 1.591 4.735 0.590 -0.3974
C 1.914 3.714 -0.135 0.7235
N 1.803 4.044 -1.345 -0.2944
O 2.374 2.698 0.301 -0.6904
H 1.915 4.788 1.545 0.2277
H 1.488 5.618 0.109 0.1488
H 2.268 3.517 -2.070 0.1728
H 1.465 4.988 -1.466 0.1252
C 1.154 1.069 -4.787 -0.9559
C 2.095 1.583 -5.892 -0.1799
O 2.385 2.978 -5.603 -0.5335
H 1.516 1.244 -3.774 0.2012
H 0.834 0.030 -4.868 0.3567
H 0.303 1.750 -4.823 0.2902
H 1.628 1.493 -6.873 0.2148
H 3.042 1.045 -5.948 0.3035
H 3.300 3.184 -5.811 0.3001
C -3.951 -4.339 0.479 -0.9937
C -4.407 -4.766 -0.966 -0.2458
O -5.296 -3.743 -1.379 -0.5031
H -3.852 -3.265 0.632 0.2703
H -2.976 -4.723 0.779 0.3536
H -4.722 -4.746 1.133 0.2820
H -4.583 -5.838 -0.876 0.2977
H -3.555 -4.696 -1.642 0.2463
H -5.624 -3.992 -2.247 0.2938
C -1.939 -2.566 5.258 -0.9070
C -2.198 -1.176 4.771 -0.2069
O -2.131 -0.362 5.863 -0.5320
H -2.485 -2.805 6.170 0.2558
H -0.855 -2.610 5.366 0.3144
H -2.393 -3.209 4.504 0.2420
H -3.164 -1.075 4.277 0.3232
H -1.358 -0.895 4.135 0.1932
H -1.247 -0.511 6.207 0.3182
C 5.070 -1.347 3.287 -1.0112
C 3.954 -2.341 2.851 -0.1847
O 4.467 -3.431 2.211 -0.5031
H 5.750 -1.703 4.061 0.3305
H 4.473 -0.500 3.625 0.3173
H 5.504 -0.953 2.368 0.2767
H 3.242 -1.864 2.177 0.2185
H 3.470 -2.670 3.771 0.2892
H 4.799 -4.093 2.822 0.2816
C -2.680 5.896 0.608 -1.0346
C -2.997 5.505 -0.817 -0.0652
O -3.659 6.620 -1.493 -0.5191
H -3.516 6.245 1.215 0.3282
H -1.875 6.624 0.710 0.2534
H -2.289 5.033 1.146 0.3104
H -3.566 4.582 -0.703 0.2328
H -2.101 5.162 -1.335 0.1883
H -4.259 6.268 -2.155 0.2970
C -1.701 0.477 -0.324 -0.5206
O -0.593 -0.075 0.222 -0.4354
H -1.554 0.799 -1.355 0.2100
H -2.591 -0.151 -0.305 0.2224
H -1.921 1.451 0.114 0.2229
H 0.173 0.395 -0.116 0.2864
```

=====

LUMO energy? In order: -2.25 -0.07 -0.47 0.37 eV.
Max |F|? In order: 5.14 9.23 1.08 7.21 eV/Å.
Highest occupied orbital energy? In order: -9.712 -8.017 -8.986 -9.592 eV.